Below is C48H82BN6O7P2SSb2SiTa as an isolated structure in a non-equilibrium geometry, with properties calculated with wB97M-V/def2-TZVPD.

Structure (XYZ):
```
151
C48H82BN6O7P2SSb2SiTa wB97M-V/def2-TZVPD
Ta 0.187 -0.026 0.015
O 0.250 2.786 -2.103
P 1.588 2.005 -1.784
O 2.633 2.316 -2.744
O 1.163 0.499 -1.561
O 1.972 2.353 -0.217
P 0.918 2.330 1.008
O 1.538 3.280 2.059
O -0.428 2.539 0.429
O 0.889 0.874 1.610
H 0.421 3.456 -2.786
H 1.467 4.236 1.889
C -2.511 1.263 -3.477
Sb -2.277 0.948 -1.395
C -3.950 -0.339 -1.257
C -3.219 2.837 -0.823
C -4.678 2.602 -0.577
C -5.558 2.650 -1.657
C -6.889 2.285 -1.527
C -7.360 1.858 -0.296
C -6.508 1.861 0.799
C -5.174 2.251 0.690
C -4.370 2.421 1.947
Sb -2.573 1.285 2.412
C -3.225 0.707 4.374
C -1.630 3.050 3.198
H -3.567 1.497 -3.608
H -2.251 0.360 -4.020
H -1.897 2.089 -3.821
H -4.745 0.121 -1.840
H -4.302 -0.470 -0.234
H -3.677 -1.299 -1.690
H -3.057 3.463 -1.700
H -2.690 3.273 0.021
H -5.186 2.975 -2.623
H -7.552 2.335 -2.382
H -8.394 1.560 -0.177
H -6.895 1.585 1.774
H -5.008 2.253 2.816
H -3.997 3.445 2.010
H -3.434 1.622 4.926
H -2.458 0.138 4.901
H -4.130 0.102 4.320
H -2.269 3.423 3.997
H -1.545 3.806 2.419
H -0.643 2.844 3.610
N 2.322 -3.916 3.707
C 0.884 -4.285 3.878
C 0.096 -3.097 4.392
N 0.081 -2.036 3.385
H 2.894 -4.724 3.467
H 2.712 -3.486 4.547
H 2.446 -3.237 2.945
H 0.826 -5.142 4.546
H 0.548 -4.578 2.888
H 0.583 -2.702 5.289
H -0.886 -3.457 4.710
H -0.274 -1.180 3.798
H -0.531 -2.248 2.603
S -0.529 -1.656 -2.701
C 0.493 -1.004 -3.904
N 1.472 -1.810 -4.399
C 2.378 -1.411 -5.305
C 2.323 -0.133 -5.774
C 1.298 0.662 -5.257
N 0.417 0.255 -4.357
H 1.513 -2.761 -4.037
H 3.110 -2.148 -5.607
H 3.035 0.242 -6.492
H 1.189 1.686 -5.597
C 4.381 0.534 -1.266
C 5.277 0.861 -0.092
C 6.452 -0.118 0.056
C 4.586 1.115 1.236
C 5.000 2.311 1.831
C 4.678 2.651 3.123
C 3.955 1.754 3.875
C 3.501 0.557 3.336
C 2.859 -0.399 4.305
C 1.872 0.283 5.255
C 3.955 -1.094 5.125
C 3.743 0.250 1.978
N 3.238 -1.016 1.379
B 2.199 -1.414 0.362
N 2.709 -2.739 -0.114
C 3.814 -3.079 0.667
C 4.129 -2.088 1.510
C 2.556 -3.582 -1.308
C 1.409 -4.382 -1.437
C 1.223 -5.140 -2.590
C 2.185 -5.196 -3.580
C 3.369 -4.516 -3.388
C 3.599 -3.720 -2.263
C 5.039 -3.245 -2.140
C 5.579 -2.646 -3.445
C 5.932 -4.427 -1.736
C 0.490 -4.632 -0.258
C -0.828 -5.290 -0.659
C 1.269 -5.560 0.693
H 4.987 0.466 -2.163
H 3.678 1.340 -1.444
H 3.835 -0.396 -1.149
H 5.735 1.820 -0.346
H 6.116 -1.151 0.122
H 7.048 0.106 0.942
H 7.106 -0.038 -0.815
H 5.621 2.980 1.248
H 5.016 3.587 3.550
H 3.756 1.976 4.916
H 2.297 -1.115 3.722
H 2.375 0.903 5.999
H 1.170 0.919 4.711
H 1.299 -0.459 5.818
H 4.572 -0.353 5.638
H 4.634 -1.691 4.508
H 3.531 -1.727 5.915
H 4.320 -4.022 0.534
H 4.980 -2.025 2.171
H 0.325 -5.729 -2.707
H 2.028 -5.802 -4.464
H 4.166 -4.632 -4.113
H 5.119 -2.492 -1.370
H 5.839 -3.421 -4.168
H 6.492 -2.085 -3.247
H 4.862 -1.968 -3.911
H 5.952 -5.178 -2.529
H 5.588 -4.930 -0.831
H 6.957 -4.088 -1.570
H 0.285 -3.680 0.240
H -1.334 -4.722 -1.442
H -1.505 -5.370 0.189
H -0.668 -6.308 -1.020
H 1.616 -6.438 0.145
H 0.652 -5.925 1.517
H 2.153 -5.061 1.102
C -3.600 -3.573 -0.103
Si -2.430 -3.006 1.249
C -1.774 -4.558 2.079
C -3.448 -2.201 2.596
C -1.371 -1.653 0.387
H -3.943 -4.593 0.085
H -3.143 -3.559 -1.094
H -4.485 -2.934 -0.140
H -2.583 -5.286 1.969
H -1.630 -4.428 3.151
H -0.886 -5.010 1.651
H -4.010 -2.961 3.146
H -4.177 -1.496 2.183
H -2.833 -1.662 3.319
H -2.234 -0.980 0.380
H -1.355 -2.085 -0.613
```

## Properties
charge	+2
ΔE to the lowest compared entry with this formula, charge and spin	1.572	eV
orbital gap	6.491	eV

Here are the Mulliken charges for atoms 1 to 6, given in e: -0.476, -0.479, 0.482, -0.860, 1.161, -0.406